A 7-piece molecular cluster, C23H55N5O9 overall at a distorted geometry. Source: OMol25; level of theory: ωB97M-V/def2-TZVPD.

XYZ file:
```
92
Properties=species:S:1:pos:R:3
C 12.10344 -33.34788 -19.75474
O 12.06121 -32.30674 -18.78935
C 12.81090 -31.12983 -19.17787
C 12.99900 -30.31348 -17.91817
O 13.78113 -30.83090 -16.85428
C 13.02261 -31.00416 -15.69093
H 13.11573 -33.45699 -20.15405
H 11.45461 -33.08332 -20.60154
H 11.71810 -34.22581 -19.24305
H 12.10835 -30.63164 -19.84968
H 13.76484 -31.41382 -19.62834
H 12.02473 -29.98808 -17.54894
H 13.58584 -29.44531 -18.24348
H 12.24716 -31.76698 -15.79529
H 12.51682 -30.08941 -15.34693
H 13.66778 -31.19702 -14.83345
C 11.97926 -31.29481 -11.66061
O 12.11145 -30.33009 -12.66659
C 11.91413 -29.00968 -12.20771
C 12.48438 -28.07967 -13.25988
O 11.59959 -27.81207 -14.33865
C 12.26804 -27.05636 -15.32209
H 12.73488 -31.17630 -10.87773
H 12.12030 -32.29858 -12.05965
H 10.98421 -31.29607 -11.20592
H 12.50350 -28.85661 -11.29288
H 10.87798 -28.81420 -11.91469
H 13.47479 -28.45931 -13.53228
H 12.68838 -27.09752 -12.81005
H 11.54055 -26.64546 -16.02879
H 12.89072 -27.72335 -15.93077
H 12.85229 -26.18932 -14.99953
C 17.95540 -31.43576 -23.96235
C 19.09853 -31.07483 -24.89455
O 20.23188 -30.93535 -24.46389
N 18.73671 -30.91828 -26.17768
C 19.76602 -30.61298 -27.18552
H 18.21263 -32.29575 -23.33509
H 17.10453 -31.83158 -24.52496
H 17.60729 -30.70448 -23.23584
H 17.90358 -31.37649 -26.49153
H 19.26697 -30.89183 -28.11398
H 20.64577 -31.23899 -27.04655
H 20.07264 -29.57181 -27.16094
C 17.32071 -24.01947 -19.78752
C 17.83160 -25.24560 -19.09133
O 17.08555 -25.90875 -18.37792
N 19.09638 -25.64231 -19.34332
C 19.83857 -26.59201 -18.56805
H 18.12871 -23.40624 -20.20258
H 16.86433 -23.36924 -19.04192
H 16.62666 -24.21642 -20.60030
H 19.65252 -25.03499 -19.92193
H 20.69427 -26.18189 -18.02296
H 20.22793 -27.39118 -19.20153
H 19.33356 -27.15632 -17.78610
C 13.80890 -26.67308 -19.21292
C 14.33658 -27.72274 -20.21768
O 13.54272 -28.46308 -20.78182
N 15.66894 -27.72687 -20.38477
C 16.37383 -28.75687 -21.13042
H 14.15678 -25.66770 -19.44109
H 14.27113 -26.94905 -18.25822
H 12.73366 -26.72027 -19.08917
H 16.22663 -27.37280 -19.61438
H 17.38014 -28.41207 -21.38218
H 15.88517 -28.83775 -22.10211
H 16.48462 -29.66558 -20.53641
C 9.32195 -23.53909 -17.20668
C 9.92778 -24.86606 -17.58934
O 10.96441 -24.88647 -18.23451
N 9.22844 -25.96173 -17.24921
C 9.60282 -27.33983 -17.54484
H 10.11236 -22.92922 -16.76233
H 8.46715 -23.58458 -16.53414
H 9.09650 -22.94926 -18.09614
H 8.39218 -25.82878 -16.71150
H 10.13493 -27.74665 -16.67550
H 10.36900 -27.42886 -18.31069
H 8.68743 -27.89944 -17.70124
C 18.86502 -32.35102 -19.61083
C 19.34099 -30.93248 -19.79936
O 19.03418 -30.06637 -19.00046
N 20.07574 -30.72257 -20.92278
C 20.71340 -29.44238 -21.18608
H 18.59092 -32.83975 -20.54902
H 18.05312 -32.42696 -18.89277
H 19.63640 -33.01070 -19.19760
H 20.46172 -31.51359 -21.40860
H 20.92652 -29.33505 -22.25429
H 21.71584 -29.30902 -20.77535
H 20.02830 -28.62788 -20.97524
```

Its SMILES is CNC(C)=O.CNC(C)=O.CNC(C)=O.CNC(C)=O.CNC(C)=O.COCCOC.COCCOC. For the total energy, the calculation gives -50619.869 eV. The value obtained for the HOMO-LUMO gap is 9.4215 eV. Its net charge is 0. For the HOMO energy, the calculation gives -8.79 eV.


An isolated molecule of C3H5IN2S at a distorted geometry. Source: OMol25; level of theory: ωB97M-V/def2-TZVPD.

XYZ file:
```
12
Properties=species:S:1:pos:R:3
C 0.49131 1.96402 -0.19543
C -1.15163 0.04059 0.60271
C 0.16617 -2.11647 -0.14166
N 1.15852 2.93578 0.28107
N 0.13436 -0.75926 0.31549
S -0.99070 1.71527 0.63236
I -3.03441 -0.97910 0.53620
H 0.82974 1.35151 -1.02651
H 0.48640 -2.02074 -1.26574
H -0.88108 -2.65224 -0.17765
H 0.73404 -2.68657 0.63595
H 2.05728 3.20722 -0.19679
```

For the energy relative to the best compared isomer or geometry (same formula, charge and spin), the calculation gives 186.13 kJ/mol. For the total energy, the calculation gives -25102.688 eV. The value obtained for the HOMO-LUMO gap (spin up / spin down) is 7.0988 / 7.3657 eV. Its net charge is 0. For the HOMO energy (spin up / spin down), the calculation gives -6.85 / -9.50 eV. Its multiplicity is 3.


C4H6O2 as an isolated structure at a distorted geometry. Source: OMol25; level of theory: ωB97M-V/def2-TZVPD.

XYZ file:
```
12
Properties=species:S:1:pos:R:3
O -0.52833 0.88747 -1.56689
C -0.01981 1.09521 -0.29348
C -0.28184 0.14800 0.85804
C -0.28130 -1.21774 0.16839
O 1.08302 -1.03762 -0.26197
C 1.10509 0.28871 0.27197
H -0.90413 -0.00282 -1.59230
H -0.04551 2.14845 -0.03275
H -0.67197 0.45524 1.82468
H -0.48331 -2.17612 0.63329
H -1.01372 -1.27738 -0.66936
H 2.04183 0.68857 0.66038
```

For the energy relative to the best compared isomer or geometry (same formula, charge and spin), the calculation gives 315.33 kJ/mol. For the total energy, the calculation gives -8337.193 eV. The value obtained for the HOMO-LUMO gap is 10.1687 eV. Its net charge is 0. For the HOMO energy, the calculation gives -9.25 eV.


An isolated molecule of C3H6N2S at a distorted geometry. Source: OMol25; level of theory: ωB97M-V/def2-TZVPD.

XYZ file:
```
12
Properties=species:S:1:pos:R:3
C 1.02386 0.42465 -0.40781
C -0.85644 1.23231 0.97583
C -0.44595 -1.83406 -0.47500
H 1.72043 -0.13065 0.34303
H 1.29432 1.63954 -0.58259
H 0.98135 -0.06461 -1.53277
H -1.77130 0.95221 1.72363
H 0.83815 -1.88288 -0.54761
H -1.23985 -2.50907 -0.75932
N -0.39275 0.30325 0.05455
N -1.16966 -0.71791 -0.10444
S 0.01785 2.58720 1.31250
```

Its SMILES is C=NN(C)C=S. For the energy relative to the best compared isomer or geometry (same formula, charge and spin), the calculation gives 450.36 kJ/mol. For the total energy, the calculation gives -17019.373 eV. The value obtained for the HOMO-LUMO gap is 8.2696 eV. Its net charge is 0. For the HOMO energy, the calculation gives -8.41 eV.


An isolated molecule of C4H5N3O2S at a distorted geometry. Source: OMol25; level of theory: ωB97M-V/def2-TZVPD.

XYZ file:
```
15
Properties=species:S:1:pos:R:3
C -2.13688 -0.22376 1.04352
C -2.81452 0.69302 0.27900
C -0.89500 -0.38287 0.27315
C 1.29916 -0.62210 0.00982
N -0.92469 0.45973 -0.83475
N 1.63197 -1.02109 -1.25012
N 2.08533 0.05740 0.76042
O 0.18772 -1.12585 0.57000
O -2.12883 1.03609 -0.79019
S 3.41369 0.88400 0.15606
H -2.48100 -0.74766 1.87544
H -3.80550 1.18547 0.14909
H 2.20394 -0.35049 -1.69401
H 1.01871 -1.72429 -1.57669
H 3.34590 1.88238 1.02925
```

Its SMILES is N/C(=N\S)Oc1ccon1. For the energy relative to the best compared isomer or geometry (same formula, charge and spin), the calculation gives 271.11 kJ/mol. For the total energy, the calculation gives -23626.335 eV. The value obtained for the HOMO-LUMO gap is 9.2289 eV. Its net charge is 0. For the HOMO energy, the calculation gives -8.37 eV.


An isolated molecule of C4H8FNO2 at a distorted geometry. Source: OMol25; level of theory: ωB97M-V/def2-TZVPD.

XYZ file:
```
16
Properties=species:S:1:pos:R:3
C -1.44255 0.92268 -1.37153
C 0.05647 0.40673 1.50697
C 1.15335 -1.50288 0.14348
C 0.26248 0.53068 -0.89181
N 0.22025 -0.28734 0.21264
O -1.67311 1.80116 -2.13947
O -2.30772 0.12147 -0.82878
F 0.98391 1.74933 -0.81233
H 1.02108 0.65662 2.00011
H -0.65875 1.18699 1.20813
H -0.52670 -0.20421 2.31866
H 2.08939 -1.02215 -0.06738
H 1.21138 -1.80703 1.21268
H 0.97090 -2.25054 -0.68361
H 0.63647 0.12223 -1.75416
H -1.99685 -0.42374 -0.05360
```

Its SMILES is CN(C)[C@H](F)C(=O)O. For the energy relative to the best compared isomer or geometry (same formula, charge and spin), the calculation gives 175.49 kJ/mol. For the total energy, the calculation gives -12578.596 eV. The value obtained for the HOMO-LUMO gap is 9.5049 eV. Its net charge is 0. For the HOMO energy, the calculation gives -9.03 eV.


An isolated molecule of C3H4N2O2S at a distorted geometry. Source: OMol25; level of theory: ωB97M-V/def2-TZVPD.

XYZ file:
```
12
Properties=species:S:1:pos:R:3
C -0.61185 0.44988 0.22815
C 0.53324 1.44588 0.51766
C 2.07613 -0.12724 -0.40933
H -2.39706 -0.87622 -0.54100
H 0.22996 2.40926 0.18303
H 0.82768 1.51223 1.56446
H 3.07996 -0.15741 -0.80865
N -1.75850 0.88533 -0.13675
N 1.48856 -1.21773 -0.15549
O -2.78636 -0.00177 -0.39749
O 1.65067 1.15347 -0.29515
S -0.17191 -1.27411 0.32313
```

Its SMILES is O/N=C1/COC=NS1. For the energy relative to the best compared isomer or geometry (same formula, charge and spin), the calculation gives 330.46 kJ/mol. For the total energy, the calculation gives -21083.407 eV. The value obtained for the HOMO-LUMO gap is 9.8616 eV. Its net charge is 0. For the HOMO energy, the calculation gives -9.17 eV.


Cl5CrO24S as an isolated structure at a distorted geometry. Source: OMol25; level of theory: ωB97M-V/def2-TZVPD.

XYZ file:
```
31
Properties=species:S:1:pos:R:3
Cr -0.00408 -0.26655 0.51221
S 1.36418 0.97305 3.30101
O 2.49634 1.57189 2.61214
O 0.62825 1.98168 4.02328
O 0.55038 0.27835 2.28996
O 1.96185 -0.04905 4.19745
Cl -0.77471 -0.59504 -3.35903
O -0.60890 -0.51898 -1.86337
O -0.56155 0.67439 -4.02457
O 0.16523 -1.50800 -3.88392
O -2.10337 -0.95842 -3.82745
Cl 1.86909 -3.38601 0.45108
O 3.24393 -3.70976 0.72598
O 1.60828 -3.46619 -0.95969
O 1.00122 -4.24965 1.14645
O 1.66051 -2.08345 0.96584
Cl 2.63282 1.75356 -1.19341
O 1.92382 2.10300 -2.35726
O 3.92061 1.28452 -1.50923
O 2.74884 2.88255 -0.33090
O 1.96801 0.65805 -0.50201
Cl -1.89423 3.06092 -0.29362
O -1.01677 3.99322 -0.94491
O -1.08613 1.99743 0.27684
O -2.70713 3.70331 0.70917
O -2.71019 2.51691 -1.30374
Cl -3.28111 -1.70607 1.03950
O -3.97833 -1.45489 2.35057
O -3.64019 -3.01980 0.64262
O -3.56401 -0.78816 0.01626
O -1.81266 -1.67280 1.09274
```

For the total energy, the calculation gives -150960.996 eV. The value obtained for the HOMO-LUMO gap (spin up / spin down) is 4.6623 / 4.6625 eV. Its net charge is -5. For the HOMO energy (spin up / spin down), the calculation gives 5.92 / 5.92 eV. Its multiplicity is 5.